Density functional theory data (wB97M-V/def2-TZVPD) for a molecular structure, C45H38BrF3GdN7O3SSi in a non-equilibrium geometry.

```
100
Properties=species:S:1:pos:R:3:lowdin_spin:R:1
Gd -1.09 0.07 0.52 6.84
C 0.04 -0.96 4.20 0.01
Si 0.16 0.86 3.82 0.00
C -1.45 1.49 4.54 0.00
C 1.47 1.40 5.13 0.00
N 0.27 1.34 2.13 0.00
C 0.39 2.67 1.84 0.00
C 0.95 3.59 2.73 0.00
C 1.49 4.80 2.30 0.00
C 1.27 5.29 1.03 0.00
C 0.44 4.46 0.23 0.00
C 0.07 3.17 0.56 0.00
O -0.77 2.48 -0.27 -0.01
C -1.63 3.04 -1.14 0.00
C -2.86 2.70 -1.10 0.00
C -3.80 3.36 -2.08 0.00
C -3.23 4.08 -3.18 0.00
C -1.92 4.37 -3.28 0.00
C -1.07 3.81 -2.26 0.00
H -0.23 -1.13 5.23 0.00
H 0.82 -1.72 4.06 0.00
H -0.84 -1.13 3.57 0.01
H -2.28 0.80 4.32 0.00
H -1.92 2.37 4.14 0.00
H -1.56 1.73 5.62 0.00
H 2.42 1.74 4.67 0.00
H 1.70 0.52 5.73 0.00
H 1.13 2.21 5.78 0.00
H 0.96 3.42 3.75 0.00
H 1.89 5.58 2.94 0.00
H 1.53 6.27 0.80 0.00
H -0.05 4.81 -0.74 0.00
H -3.39 2.33 -0.39 0.00
H -4.99 3.37 -2.00 0.00
H -4.10 4.41 -3.85 0.00
H -1.43 4.61 -4.27 0.00
H 0.06 3.96 -2.39 0.00
Br 3.09 -6.77 3.42 0.00
C 4.22 -5.57 2.52 0.00
C 4.52 -5.72 1.18 0.00
C 5.41 -4.89 0.59 0.00
C 5.93 -3.85 1.29 0.00
C 5.63 -3.70 2.59 0.00
C 4.91 -4.65 3.23 0.00
N 6.92 -2.78 0.68 0.00
N 6.20 -1.72 0.46 0.00
C 4.73 -1.79 0.61 0.00
C 4.19 -1.15 1.71 0.00
C 2.76 -1.28 1.85 0.00
C 1.82 -1.61 0.79 0.00
O 0.57 -1.35 0.80 -0.02
C 2.49 -2.14 -0.38 0.00
N 1.69 -2.51 -1.46 0.00
C 2.36 -2.95 -2.52 0.00
C 3.75 -3.07 -2.69 0.00
C 4.56 -2.68 -1.68 0.00
C 3.94 -2.24 -0.44 0.00
H 3.94 -6.33 0.53 0.00
H 5.64 -5.07 -0.45 0.00
H 6.28 -3.06 3.09 0.00
H 4.66 -4.60 4.29 0.00
H 4.72 -0.60 2.51 0.00
H 2.31 -0.77 2.59 0.00
H 1.71 -3.06 -3.38 0.00
H 4.21 -3.39 -3.62 0.00
H 5.60 -2.83 -1.79 0.00
O -1.19 0.47 -1.88 -0.02
C -0.29 0.94 -2.76 0.00
C 1.10 1.48 -2.58 0.00
C 1.82 2.16 -3.53 0.00
C 1.39 2.12 -4.85 0.00
C 0.03 1.72 -5.13 0.00
C -0.73 1.15 -4.11 0.00
C -2.16 1.07 -4.46 0.00
N -2.79 1.77 -5.40 0.00
C -4.14 1.39 -5.54 0.00
C -4.36 0.53 -4.50 0.00
N -3.19 0.31 -3.88 0.00
H 1.50 1.51 -1.61 0.00
H 2.82 2.63 -3.25 0.00
H 2.03 2.63 -5.59 0.00
H -0.34 1.96 -6.06 0.00
H -4.67 1.99 -6.25 0.00
H -5.29 0.24 -3.98 0.00
H -3.04 -0.28 -3.08 0.00
F -7.79 -2.31 -0.52 0.00
C -7.23 -1.65 0.52 0.00
F -7.78 -2.25 1.61 0.00
F -7.68 -0.46 0.46 0.00
C -5.79 -1.86 0.51 0.00
C -5.24 -2.93 1.12 0.00
C -3.82 -3.11 1.22 0.01
C -3.07 -2.22 0.52 0.01
N -3.57 -1.17 -0.12 0.00
C -4.94 -1.04 -0.28 0.00
S -5.50 0.11 -1.36 0.00
H -5.62 -3.86 1.71 0.00
H -3.51 -4.03 1.63 0.00
H -2.03 -2.41 0.33 0.00
H -2.09 -0.64 2.10 0.17
```

Results
- Electronic energy: -6673.46177 a.u.
- Molar mass: 1079.146 g/mol
- Net charge: -2
- Multiplicity: 8
- HOMO energy (spin up / spin down): -2.5 / -2.5 eV

---

Density functional theory data (wB97M-V/def2-TZVPD) for 2 unconnected molecules or ions with the total composition C6H11O in a non-equilibrium geometry.

```
18
Properties=species:S:1:pos:R:3:nbo_charge:R:1
C -0.97 1.26 -2.18 -0.01
O -0.27 2.26 -2.75 -0.95
C -0.93 1.27 -0.64 -0.48
C -1.05 -0.08 0.01 -0.48
C 0.13 -0.52 0.89 -0.42
C 0.70 -1.77 1.12 -0.01
C 1.91 -1.70 2.02 -0.74
H -2.06 1.31 -2.46 0.09
H -0.58 0.28 -2.58 0.08
H -1.55 2.08 -0.23 0.21
H 0.09 1.64 -0.40 0.20
H -1.21 -0.92 -0.68 0.21
H -1.93 -0.25 0.67 0.18
H 0.42 0.38 1.49 0.16
H 0.73 -0.07 -0.69 0.32
H 1.91 -2.58 2.66 0.22
H 2.68 -1.85 1.25 0.25
H 1.99 -0.72 2.51 0.18
```

Results
- Electronic energy: -310.18891 a.u.
- ΔE to the lowest compared entry with this formula, charge and spin: 598.3 kJ/mol
- Molar mass: 99.153 g/mol
- Net charge: -1
- HOMO energy: -2.5 eV

---

Density functional theory data (wB97M-V/def2-TZVPD) for 12 unconnected molecules or ions with the total composition C22H41BCl22IN3O2 in a non-equilibrium geometry.

```
92
Properties=species:S:1:pos:R:3:lowdin_charge:R:1
C 0.81 -0.65 2.91 -0.13
C -0.29 0.23 2.25 -0.23
C 0.20 1.45 1.50 -0.17
C 1.36 1.17 0.58 -0.19
O 1.35 2.11 -0.48 -0.12
C 2.15 1.76 -1.57 -0.28
C 3.01 2.87 -1.94 -0.19
N 3.69 3.70 -2.06 0.22
C 1.14 1.38 -2.73 -0.30
C 1.72 1.86 -3.98 -0.34
N 2.24 2.21 -4.85 0.22
B -0.19 2.19 -2.38 -0.65
N -0.12 3.61 -2.54 0.20
O -1.36 1.62 -1.92 0.16
C 1.02 -0.17 -2.71 -0.57
I 2.80 -0.99 -3.71 0.92
C -0.20 -0.73 -3.47 -0.29
C -1.13 -1.40 -2.46 -0.13
H 0.58 -0.75 3.96 -0.03
H 1.81 -0.27 2.79 0.07
H 0.69 -1.64 2.50 0.05
H -0.94 0.55 3.05 0.10
H -0.92 -0.37 1.61 0.10
H -0.62 1.81 0.90 0.11
H 0.47 2.23 2.20 0.11
H 1.33 0.13 0.27 0.12
H 2.29 1.30 1.13 0.13
H 2.71 0.86 -1.35 0.12
H -0.81 4.08 -1.97 -0.01
H -0.18 3.87 -3.52 0.04
H -2.02 1.83 -2.57 0.11
H 1.06 -0.60 -1.73 0.06
H 0.15 -1.51 -4.11 0.05
H -0.69 -0.01 -4.11 0.11
H -2.07 -1.73 -2.88 -0.03
H -0.62 -2.30 -2.14 0.07
H -1.26 -0.82 -1.56 0.06
Cl 8.78 0.94 -1.20 0.52
C 9.38 2.15 -2.34 -1.02
Cl 10.90 2.87 -1.79 0.50
H 9.54 1.67 -3.30 0.02
H 8.63 2.93 -2.43 0.03
Cl 1.97 -4.50 4.22 0.51
C 0.55 -4.24 5.23 -1.01
Cl -0.08 -2.58 5.14 0.58
H -0.23 -4.92 4.91 -0.06
H 0.82 -4.44 6.26 0.03
Cl -2.69 -4.81 4.85 0.56
C -3.83 -3.85 3.90 -1.00
Cl -3.89 -4.40 2.22 0.52
H -4.82 -3.95 4.33 -0.08
H -3.51 -2.82 3.92 0.03
Cl -6.60 -4.68 5.71 0.54
C -5.80 -6.04 6.52 -1.00
Cl -6.64 -7.56 6.22 0.52
H -4.79 -6.12 6.14 -0.02
H -5.79 -5.85 7.59 0.03
Cl 7.11 -2.55 0.06 0.50
C 8.55 -2.09 0.97 -1.07
Cl 9.56 -3.49 1.35 0.50
H 9.13 -1.39 0.38 -0.02
H 8.23 -1.63 1.91 -0.10
Cl -1.29 5.96 -0.61 0.57
C 0.14 6.53 0.28 -0.98
Cl 1.44 5.34 0.26 0.57
H 0.49 7.44 -0.19 0.03
H -0.14 6.73 1.30 0.03
Cl -7.81 -2.74 3.15 0.49
C -9.23 -2.51 4.17 -1.03
Cl -9.80 -0.84 4.12 0.51
H -10.02 -3.16 3.82 0.03
H -8.97 -2.76 5.19 0.00
Cl -2.64 7.51 -4.98 0.53
C -1.62 6.20 -4.39 -1.01
Cl -2.32 4.61 -4.78 0.55
H -0.65 6.27 -4.86 0.04
H -1.53 6.28 -3.32 -0.03
Cl -4.79 -1.65 -2.76 0.53
C -4.68 -3.41 -2.93 -0.99
Cl -3.01 -3.98 -3.03 0.56
H -5.16 -3.87 -2.07 0.02
H -5.20 -3.70 -3.84 0.02
Cl -4.67 4.98 -9.04 0.50
C -3.65 3.67 -8.45 -1.04
Cl -4.33 2.09 -8.84 0.50
H -2.67 3.75 -8.92 0.03
H -3.55 3.76 -7.38 -0.02
Cl 5.18 -2.92 4.30 0.50
C 6.60 -2.05 4.88 -0.99
Cl 7.17 -0.86 3.70 0.58
H 6.35 -1.54 5.80 0.03
H 7.40 -2.77 5.05 0.03
```

Results
- Electronic energy: -11624.32027 a.u.
- Molar mass: 1297.271 g/mol
- HOMO energy: -9.3 eV

---

Density functional theory data (wB97M-V/def2-TZVPD) for a molecular structure, C27H17BrF5IN5O2RbS2Te in a non-equilibrium geometry.

```
62
Properties=species:S:1:pos:R:3:nbo_charge:R:1
Rb 0.58 0.96 0.61 0.93
Br -3.58 -6.13 1.16 0.02
C -2.45 -6.02 -0.37 -0.11
C -1.60 -7.07 -0.66 -0.24
C -0.78 -6.99 -1.77 -0.25
C -0.78 -5.85 -2.59 0.18
C -1.66 -4.81 -2.28 -0.25
C -2.49 -4.89 -1.17 -0.22
N -0.02 -5.92 -3.78 -0.31
N 0.56 -4.92 -4.29 -0.12
C 0.83 -3.72 -3.66 -0.10
C 0.91 -2.63 -4.53 -0.11
C 0.98 -1.33 -4.11 -0.40
C 1.03 -0.99 -2.72 0.47
O 1.05 0.18 -2.30 -0.68
C 1.12 -2.14 -1.79 0.05
N 1.31 -1.84 -0.49 -0.41
C 1.52 -2.81 0.38 0.03
C 1.60 -4.15 -0.01 -0.26
C 1.37 -4.48 -1.32 -0.18
C 1.07 -3.48 -2.25 -0.01
H -1.57 -7.95 -0.02 0.22
H -0.12 -7.81 -2.03 0.21
H -1.68 -3.92 -2.89 0.23
H -3.16 -4.08 -0.93 0.23
H 0.84 -2.86 -5.59 0.21
H 0.99 -0.51 -4.82 0.20
H 1.65 -2.52 1.41 0.21
H 1.83 -4.91 0.73 0.21
H 1.45 -5.51 -1.64 0.21
S -2.72 3.00 -0.32 -0.39
C -2.02 3.76 1.02 -0.06
N -0.88 3.46 1.60 -0.61
C -0.58 4.30 2.65 0.20
C 0.56 4.23 3.44 -0.25
C 0.76 5.16 4.44 -0.23
C -0.17 6.17 4.68 -0.26
C -1.32 6.26 3.91 -0.22
C -1.52 5.33 2.90 -0.27
S -2.82 5.17 1.76 0.29
H 1.27 3.42 3.27 0.23
H 1.65 5.09 5.06 0.20
H 0.01 6.89 5.47 0.19
H -2.04 7.05 4.09 0.20
I 0.03 7.54 0.16 0.12
C 0.26 5.77 -0.92 -0.19
C -0.37 5.58 -2.13 -0.20
C -0.19 4.37 -2.78 -0.24
C 0.61 3.40 -2.18 0.04
N 1.22 3.59 -1.02 -0.43
C 1.05 4.75 -0.39 0.01
H -1.01 6.35 -2.55 0.22
H -0.69 4.16 -3.71 0.21
H 0.75 2.42 -2.63 0.24
H 1.52 4.87 0.58 0.21
F -0.29 -1.30 4.90 -0.62
Te 0.93 -0.35 3.84 3.40
F 1.77 -2.03 3.69 -0.65
F -0.20 1.10 4.20 -0.63
F -0.24 -0.86 2.43 -0.66
F 1.82 -0.07 5.47 -0.64
O 2.06 0.53 2.79 -1.18
```

Results
- Electronic energy: -5923.06853 a.u.
- ΔE to the lowest compared entry with this formula, charge and spin: 10.0 kJ/mol
- Molar mass: 1022.466 g/mol
- Net charge: -2
- HOMO energy: -2.3 eV

---

Density functional theory data (wB97M-V/def2-TZVPD) for a gas-phase ion, C2H7Br2N2 (charge +1) in a non-equilibrium geometry.

```
13
Properties=species:S:1:pos:R:3:nbo_charge:R:1
N -0.31 0.98 0.45 -0.86
C 1.04 0.66 0.55 -0.09
Br 2.34 2.13 -0.09 0.01
C 1.22 -0.60 -0.46 -0.21
N -0.06 -1.29 -0.50 -0.76
Br 2.52 -1.85 0.12 0.13
H -0.71 1.45 1.23 0.43
H -0.55 1.55 -0.37 0.41
H 1.32 0.59 1.72 0.28
H 1.60 -0.12 -1.44 0.28
H -0.05 -2.18 -0.04 0.45
H -0.12 -1.65 -1.47 0.44
H -0.72 -0.41 -0.19 0.47
```

Results
- Electronic energy: -5337.65494 a.u.
- ΔE to the lowest compared entry with this formula, charge and spin: 15.1 kJ/mol
- Molar mass: 218.900 g/mol
- Net charge: +1
- HOMO energy: -14.4 eV

---

Density functional theory data (wB97M-V/def2-TZVPD) for a molecular structure, C26H27N5NiO3Se in a non-equilibrium geometry.

```
63
Properties=species:S:1:pos:R:3:nbo_charge:R:1
Ni -0.28 0.13 0.33 1.37
C -0.99 2.95 -0.58 -0.26
N -1.62 1.70 -0.18 -0.67
C -2.86 1.34 -0.83 -0.26
C -2.97 -0.14 -0.72 0.40
N -1.97 -0.90 -0.36 -0.54
C -2.43 -2.19 -0.40 0.16
C -1.77 -3.40 -0.17 -0.20
C -2.52 -4.56 -0.27 -0.22
C -3.88 -4.53 -0.59 -0.21
C -4.54 -3.35 -0.86 -0.23
C -3.79 -2.18 -0.77 0.09
N -4.10 -0.86 -0.98 -0.52
C 0.35 2.93 0.07 0.41
N 0.96 1.81 0.40 -0.54
C 2.13 2.19 1.02 0.16
C 3.14 1.42 1.58 -0.20
C 4.18 2.09 2.19 -0.22
C 4.23 3.49 2.23 -0.20
C 3.25 4.27 1.66 -0.23
C 2.20 3.60 1.06 0.09
N 1.06 4.03 0.43 -0.52
H -1.56 3.84 -0.27 0.19
H -0.88 2.96 -1.67 0.23
H -1.77 1.71 0.83 0.44
H -2.83 1.63 -1.88 0.22
H -3.74 1.82 -0.36 0.21
H -0.72 -3.41 0.05 0.24
H -2.04 -5.51 -0.12 0.22
H -4.42 -5.46 -0.65 0.22
H -5.58 -3.33 -1.12 0.22
H -4.98 -0.49 -1.29 0.42
H 3.08 0.35 1.54 0.24
H 4.98 1.53 2.65 0.22
H 5.06 3.96 2.72 0.22
H 3.29 5.34 1.71 0.22
H 0.77 4.99 0.29 0.42
C 1.44 -1.13 3.95 -0.63
C 0.29 -1.26 2.97 0.14
C -0.43 -2.60 3.13 -0.63
O 0.75 -1.10 1.63 -0.77
C -0.76 -0.10 3.19 0.78
O -1.17 0.10 4.32 -0.67
O -1.10 0.52 2.15 -0.87
H 2.09 -2.00 3.91 0.20
H 1.02 -1.03 4.95 0.25
H 2.03 -0.24 3.74 0.22
H 0.27 -3.43 3.00 0.20
H -1.22 -2.68 2.39 0.22
H -0.86 -2.65 4.12 0.24
H 1.28 -1.88 1.40 0.50
Se 1.01 -1.12 -1.33 -0.47
C 1.32 -0.44 -3.08 -0.17
C 1.67 0.89 -3.29 -0.27
C 2.02 1.33 -4.56 -0.20
C 2.01 0.45 -5.63 -0.25
C 1.63 -0.87 -5.43 -0.22
C 1.29 -1.31 -4.17 -0.19
H 1.70 1.57 -2.45 0.20
H 2.33 2.35 -4.71 0.20
H 2.31 0.78 -6.61 0.21
H 1.63 -1.57 -6.26 0.21
H 1.00 -2.34 -4.00 0.21
```

Results
- Electronic energy: -5416.33540 a.u.
- ΔE to the lowest compared entry with this formula, charge and spin: 0.0 kJ/mol
- Molar mass: 595.187 g/mol
- Multiplicity: 3
- HOMO energy (spin up / spin down): -6.5 / -6.5 eV

---

Density functional theory data (wB97M-V/def2-TZVPD) for a molecular structure, C43H34AgN5OS3 in a non-equilibrium geometry.

```
87
Properties=species:S:1:pos:R:3:lowdin_charge:R:1
Ag 1.91 2.65 1.09 0.45
S 2.04 2.75 3.76 0.36
C 3.77 2.61 4.02 -0.77
C 4.20 2.57 5.36 -0.21
C 5.53 2.48 5.74 -0.18
C 6.51 2.43 4.75 -0.18
C 6.12 2.47 3.42 -0.20
C 4.78 2.54 3.01 -0.75
S 4.51 2.51 1.27 0.39
H 3.43 2.61 6.12 0.06
H 5.80 2.44 6.79 0.07
H 7.56 2.37 5.01 0.07
H 6.87 2.43 2.64 0.06
C 1.49 -2.53 -5.01 -0.08
C 1.52 -1.85 -3.64 -0.56
C 2.75 -2.37 -2.88 -0.04
C 0.24 -2.25 -2.88 -0.04
C 1.58 -0.32 -3.74 -0.18
C 1.57 0.35 -4.96 -0.06
C 1.62 1.74 -5.03 -0.11
C 1.67 2.46 -3.85 -0.49
S 1.72 4.18 -3.59 1.03
C 1.78 3.89 -1.82 -0.49
N 1.77 2.63 -1.51 0.07
C 1.70 1.81 -2.60 -0.29
C 1.65 0.42 -2.57 0.05
C 1.84 4.98 -0.88 -0.29
C 1.86 6.31 -1.35 -0.12
C 1.85 7.36 -0.46 -0.15
C 1.87 7.10 0.91 -0.13
C 1.93 5.79 1.37 -0.15
C 1.86 4.69 0.52 -0.20
H 1.45 -3.61 -4.87 0.08
H 2.38 -2.29 -5.59 0.08
H 0.61 -2.23 -5.58 0.08
H 2.71 -3.46 -2.81 0.08
H 2.80 -1.96 -1.87 0.07
H 3.66 -2.08 -3.40 0.09
H 0.17 -3.34 -2.79 0.08
H -0.64 -1.89 -3.42 0.09
H 0.22 -1.82 -1.88 0.07
H 1.53 -0.20 -5.90 0.09
H 1.60 2.25 -5.98 0.09
H 1.67 -0.06 -1.59 0.10
H 1.89 6.50 -2.42 0.06
H 1.83 8.38 -0.83 0.08
H 1.85 7.93 1.62 0.08
H 2.01 5.62 2.44 0.06
C -8.56 -6.74 0.90 -0.11
O -7.19 -7.01 0.91 -0.09
C -6.34 -5.94 0.90 -0.29
C -4.98 -6.22 0.93 0.00
C -4.06 -5.21 0.92 -0.01
C -4.45 -3.86 0.88 -0.15
C -5.82 -3.60 0.84 -0.03
C -6.76 -4.62 0.85 -0.03
C -3.45 -2.82 0.88 -0.28
N -2.15 -3.01 0.97 0.19
C -1.58 -1.78 0.95 -0.17
C -2.55 -0.79 0.84 -0.13
N -3.73 -1.48 0.80 0.17
C -2.27 0.60 0.81 -0.09
C -3.22 1.62 0.73 -0.03
C -2.81 2.93 0.73 -0.06
C -1.43 3.19 0.77 -0.11
N -0.52 2.26 0.85 0.10
C -0.89 0.96 0.88 -0.13
C 0.14 -0.04 1.00 -0.14
N 1.43 0.37 1.07 0.07
C 2.38 -0.53 1.20 -0.13
C 2.14 -1.91 1.22 -0.05
C 0.84 -2.36 1.13 -0.03
C -0.19 -1.42 1.03 -0.10
H -9.07 -7.70 0.92 0.09
H -8.87 -6.20 -0.01 0.09
H -8.88 -6.15 1.77 0.09
H -4.68 -7.26 0.97 0.12
H -3.00 -5.42 0.95 0.11
H -6.18 -2.57 0.81 0.10
H -7.81 -4.37 0.83 0.10
H -4.65 -1.06 0.76 0.14
H -4.28 1.37 0.69 0.10
H -3.51 3.75 0.69 0.09
H -1.06 4.21 0.73 0.11
H 3.39 -0.13 1.27 0.07
H 2.97 -2.59 1.30 0.10
H 0.59 -3.41 1.14 0.11
```

Results
- Electronic energy: -3349.60610 a.u.
- ΔE to the lowest compared entry with this formula, charge and spin: 139.4 kJ/mol
- Molar mass: 840.848 g/mol
- Net charge: -2
- HOMO energy: 0.6 eV

---

Density functional theory data (wB97M-V/def2-TZVPD) for a molecular structure, C15H29CrN6O2Se2SiTe2 in a non-equilibrium geometry.

```
58
Properties=species:S:1:pos:R:3:nbo_charge:R:1
Cr 0.84 1.14 -0.85 0.98
Se 1.86 2.25 -2.68 -0.36
Te 0.68 1.18 -4.58 0.11
Te 1.10 -1.44 -3.85 0.02
Se 1.88 -1.01 -1.48 -0.63
C 0.85 4.65 0.25 -0.66
C -0.33 4.08 -0.45 0.30
C -1.36 4.87 -0.94 -0.33
C -2.37 4.29 -1.69 -0.11
C -2.37 2.93 -1.94 -0.33
C -1.33 2.16 -1.39 0.43
N -0.36 2.75 -0.65 -0.56
N -1.08 0.84 -1.55 -1.11
Si -2.37 -0.30 -1.69 1.84
C -2.99 -0.58 -3.45 -1.14
C -3.79 0.23 -0.57 -1.13
C -1.78 -1.99 -1.05 -1.15
H 0.57 5.49 0.89 0.22
H 1.57 5.02 -0.49 0.24
H 1.36 3.90 0.85 0.25
H -1.33 5.94 -0.75 0.22
H -3.15 4.91 -2.11 0.21
H -3.11 2.46 -2.57 0.22
H -3.22 0.36 -3.96 0.24
H -3.90 -1.18 -3.43 0.23
H -2.24 -1.11 -4.04 0.25
H -4.40 1.02 -1.03 0.24
H -3.42 0.63 0.38 0.23
H -4.46 -0.61 -0.36 0.23
H -0.73 -2.15 -1.29 0.25
H -2.36 -2.78 -1.52 0.24
H -1.91 -2.09 0.04 0.20
N 0.07 0.19 1.02 -0.81
C 1.29 -0.16 1.77 -0.17
C 1.03 -0.75 3.16 -0.41
C 0.54 -2.21 3.10 -0.41
C 1.67 -3.25 3.17 -0.23
N 2.77 -3.08 2.23 -0.56
C 2.77 -3.43 0.95 0.70
N 1.70 -3.99 0.39 -0.76
N 3.90 -3.31 0.24 -0.76
C 2.17 1.12 1.74 0.78
O 2.75 1.48 2.76 -0.65
O 2.20 1.66 0.58 -0.75
H -0.48 0.85 1.55 0.38
H -0.51 -0.62 0.82 0.39
H 1.83 -0.88 1.16 0.20
H 0.29 -0.13 3.66 0.22
H 1.95 -0.68 3.74 0.23
H -0.04 -2.35 2.18 0.19
H -0.12 -2.44 3.93 0.23
H 1.26 -4.25 3.05 0.21
H 2.13 -3.20 4.16 0.23
H 3.57 -2.56 2.55 0.42
H 0.80 -3.88 0.84 0.42
H 1.67 -4.03 -0.61 0.44
H 4.65 -2.76 0.63 0.41
H 3.80 -3.21 -0.76 0.44
```

Results
- Electronic energy: -7741.08657 a.u.
- ΔE to the lowest compared entry with this formula, charge and spin: 127.1 kJ/mol
- Molar mass: 818.639 g/mol
- Multiplicity: 4
- HOMO energy (spin up / spin down): -6.1 / -6.1 eV